A 15-piece molecular cluster, C55H148N8O23 overall at a distorted geometry, computed with ωB97M-V/def2-TZVPD.

```
234
Properties=species:S:1:pos:R:3:forces:R:3
C 1.48093 3.40797 3.00955 0.3 -0.3 0.5
O 0.27688 3.11363 2.36546 -0.8 0.6 0.8
H 2.12480 3.84638 2.26112 0.7 0.4 0.1
H 1.24660 4.12215 3.81971 0.3 -0.3 -0.4
H 2.02852 2.51984 3.45669 -0.7 0.7 -0.3
H 0.38010 2.39190 1.75137 0.0 -0.9 -0.4
C 3.03288 3.65239 -0.65435 -0.5 0.5 -0.1
O 3.10586 2.39537 -0.03692 0.5 0.0 1.8
H 2.33001 3.58072 -1.48502 -0.2 0.0 0.1
H 2.65258 4.43876 0.06519 0.7 -0.5 -0.9
H 3.99629 3.86629 -1.12746 0.1 0.6 0.4
H 3.64620 2.53819 0.81157 -0.7 -0.7 -1.1
C -0.77044 0.54551 4.46644 1.3 -0.5 0.9
O -1.47017 -0.59443 3.97933 -0.5 0.5 -0.6
H -1.44593 1.32761 4.89460 0.6 -0.5 -0.6
H -0.12467 0.12325 5.28322 -0.3 0.9 -0.3
H -0.05527 0.94502 3.69588 -1.2 -0.2 0.6
H -2.33899 -0.64522 4.43939 -0.1 0.0 0.2
C -0.80020 -3.87353 4.78774 1.6 -0.5 -0.6
O -0.04815 -2.80116 4.20550 0.9 -1.7 -0.2
H -0.47276 -4.84846 4.36835 -0.1 0.6 -0.3
H -0.47886 -3.97781 5.81036 -0.5 0.1 0.8
H -1.85565 -3.79289 4.61025 -0.6 0.3 0.2
H -0.55732 -1.99933 4.18028 -1.0 1.0 0.0
C 1.57076 -6.83222 5.55003 -0.7 0.0 0.8
O 1.82185 -5.53307 6.13637 0.6 -0.3 -1.6
H 2.45758 -7.44438 5.50802 0.6 -0.1 -0.2
H 0.92335 -7.34205 6.26895 -0.1 0.1 -0.1
H 1.04888 -6.90313 4.57442 0.4 0.7 0.4
H 2.50109 -5.07760 5.58195 -0.9 -0.3 0.7
C 4.05764 -2.57651 3.77478 -0.5 1.8 0.2
O 2.96101 -2.55032 4.63292 -0.4 -0.2 1.3
H 4.21615 -1.58945 3.28091 0.2 -0.3 0.5
H 4.87086 -2.82895 4.43801 0.6 -0.1 -0.3
H 3.93501 -3.23623 2.96311 0.0 -1.3 -0.9
H 2.07132 -2.46531 4.27747 -0.1 -0.1 -0.6
C -2.57993 -3.91274 -0.59908 1.6 -0.3 -0.7
O -1.35090 -3.23795 -0.30291 -0.3 1.0 -0.2
H -2.98071 -3.62248 -1.58500 -0.1 0.1 0.5
H -2.26785 -4.97062 -0.68637 -0.5 0.4 0.2
H -3.25394 -3.76098 0.21841 -0.8 -0.1 0.2
H -1.49123 -2.26214 -0.26438 -0.1 -1.3 -0.1
C 6.13711 -3.58863 0.56676 0.6 2.6 -1.2
O 5.43666 -2.43973 -0.05076 0.7 -0.3 -0.5
C 5.72306 -2.28169 -1.48376 1.2 -0.7 0.9
C 4.89543 -1.26802 -2.19608 -1.4 0.0 2.1
N 3.58868 -1.87424 -2.34287 0.4 -0.7 -0.1
C 2.56527 -1.07610 -2.86472 -2.0 0.4 -1.3
C 1.23584 -1.94219 -2.91424 0.0 0.1 2.1
O 0.20186 -1.44257 -3.75577 0.5 -0.9 0.1
C 0.26428 -2.07950 -5.03527 -0.9 1.0 0.5
H 6.06711 -3.49286 1.62315 -0.5 0.3 0.9
H 7.23184 -3.48352 0.37940 -0.7 -0.5 -0.4
H 5.67958 -4.49673 0.26280 0.0 -1.0 -0.5
H 5.52358 -3.23067 -1.96360 0.1 -0.4 -0.2
H 6.76350 -1.99281 -1.69134 0.2 -0.3 0.7
H 5.36124 -1.03657 -3.13079 0.1 0.1 -0.8
H 4.84663 -0.35601 -1.56509 0.1 0.0 -0.4
H 3.20423 -2.07624 -1.44190 0.5 -0.8 1.0
H 2.80666 -0.74457 -3.85310 0.2 0.0 -1.1
H 2.47957 -0.12100 -2.32143 -0.7 0.0 0.3
H 0.84036 -1.97717 -1.85283 0.2 0.3 -1.3
H 1.46035 -3.03384 -3.07344 0.1 1.0 -0.5
H -0.49682 -1.61099 -5.65449 -0.1 0.1 0.0
H 0.00045 -3.15031 -4.96629 0.7 0.3 -0.1
H 1.20513 -1.77092 -5.46005 0.6 -0.8 -0.5
C 6.79037 -6.49718 -1.93410 0.0 1.2 0.4
O 6.38190 -7.08768 -0.73871 -0.3 0.3 0.5
C 5.91514 -8.40186 -0.91678 0.3 0.2 1.0
C 5.28079 -8.85557 0.42933 -1.0 0.1 -1.5
N 3.94953 -8.27800 0.62765 0.3 -2.1 -0.1
C 3.27544 -8.77303 1.82171 -0.6 0.5 -0.2
C 1.85822 -8.16197 1.63598 1.8 1.2 0.3
O 1.01172 -8.51463 2.67441 0.3 0.1 0.6
C -0.23584 -7.97989 2.45908 -2.9 0.6 0.3
H 5.96998 -6.59574 -2.66347 0.4 0.4 -0.1
H 7.72407 -6.90738 -2.33225 -0.1 -0.3 -0.1
H 7.00770 -5.44180 -1.63843 -0.3 -0.6 -0.7
H 6.81080 -8.95580 -1.21092 -0.2 -0.8 0.2
H 5.20067 -8.44159 -1.76222 -0.1 -0.1 0.5
H 5.86699 -8.73868 1.31986 1.1 0.4 0.2
H 5.09873 -9.91164 0.34707 0.0 -0.7 -0.1
H 3.95222 -7.30880 0.71942 0.5 2.0 -0.2
H 3.83372 -8.48542 2.78041 -1.0 -0.3 -0.9
H 3.15219 -9.86111 1.77828 0.3 0.1 0.1
H 1.42930 -8.48579 0.69656 0.1 -0.3 -0.4
H 2.01397 -7.02178 1.51766 -0.5 -1.3 0.5
H -0.72818 -8.38729 1.52898 0.6 0.5 0.6
H -0.28029 -6.84625 2.43521 0.4 -1.0 -0.2
H -0.93784 -8.26108 3.29209 0.9 0.1 -0.6
C -4.09275 1.21937 -0.41000 -1.7 -0.3 -0.8
O -3.19204 0.19760 -0.15545 0.7 -0.8 0.2
C -1.98105 0.73656 0.28150 1.0 0.4 -1.0
C -0.83188 -0.22689 0.52431 0.6 -0.7 0.0
N 0.30330 0.64391 0.99020 0.5 -1.5 0.2
C 1.42094 -0.09456 1.72692 -0.4 0.9 -0.3
C 2.31398 -0.86059 0.75735 -1.3 0.5 -0.5
O 1.56854 -1.88061 0.09021 0.2 -1.0 1.7
C 1.36907 -3.01841 0.96987 -0.2 -0.2 0.4
H -3.76871 1.81675 -1.27405 -0.2 -0.1 -0.1
H -4.27338 1.90888 0.40202 0.3 0.3 0.6
H -5.07615 0.72163 -0.57826 0.7 0.5 -0.3
H -2.10973 1.24598 1.18778 -0.5 0.8 1.8
H -1.64687 1.56633 -0.38936 0.0 -0.6 -0.2
H -0.55503 -0.87891 -0.36798 -0.2 1.2 0.8
H -1.06771 -0.94068 1.34741 0.0 0.6 -0.4
H 0.70671 1.06843 0.16092 0.3 0.0 -0.1
H 0.95157 -0.80815 2.39373 -0.2 0.1 0.4
H 1.99861 0.65656 2.35195 -0.5 -0.9 -0.8
H 3.20909 -1.29587 1.16547 0.6 0.0 0.4
H 2.52164 -0.13971 -0.01804 0.7 0.2 -0.4
H 2.31051 -3.42127 1.35675 0.4 0.5 0.0
H 0.99027 -3.81859 0.36349 -0.5 -0.1 -0.4
H 0.68428 -2.91027 1.86600 0.6 0.5 -1.2
C -6.40418 2.90752 -5.60456 -2.0 0.8 1.4
O -6.37023 4.03828 -4.74132 0.6 -0.2 0.2
C -5.81634 3.78687 -3.46061 -1.1 1.8 0.0
C -6.16898 4.99468 -2.60775 -0.9 2.5 0.7
N -5.54356 4.90850 -1.26763 -1.0 -1.1 -1.4
C -5.41647 6.04302 -0.41921 -0.1 0.0 1.5
C -5.42109 5.54240 1.03173 -1.9 1.1 0.0
O -4.42842 4.61593 1.17701 1.4 -0.4 -0.3
C -4.20762 4.12179 2.46216 -1.7 -0.1 0.5
H -7.16378 2.20858 -5.22964 -0.2 0.0 -0.2
H -5.51720 2.35633 -5.61648 1.9 -0.6 -0.4
H -6.72924 3.32831 -6.53108 0.1 -0.2 -0.9
H -4.74646 3.79343 -3.45336 0.9 -0.7 -0.5
H -6.21699 2.89445 -3.01509 -0.1 -0.6 0.2
H -7.28031 5.18598 -2.56557 0.8 -0.9 0.4
H -5.89761 5.98394 -3.10001 0.3 -1.2 -0.1
H -4.59577 4.64657 -1.39521 0.9 -0.8 -0.2
H -6.22901 6.73292 -0.49967 -0.6 0.5 -0.3
H -4.47693 6.55709 -0.56815 0.3 0.4 -0.2
H -6.45840 5.13638 1.23258 0.9 -0.1 0.0
H -5.29115 6.38694 1.73630 0.1 -0.1 -0.2
H -4.11706 4.90960 3.24672 0.2 -0.3 -0.6
H -3.33342 3.48786 2.39891 0.2 -0.1 0.3
H -5.12865 3.52994 2.72507 0.9 0.2 0.2
C -5.65597 -1.15836 2.14094 -0.2 0.4 -2.2
O -5.56967 -0.51598 3.35903 -0.6 -0.4 0.4
C -4.68028 0.58711 3.39286 -0.8 -0.8 -1.4
C -4.50079 0.84269 4.81795 1.5 0.7 1.7
N -3.91622 -0.36458 5.41344 0.3 -0.1 2.1
C -3.59571 -0.07238 6.91127 0.7 -0.7 -1.6
C -3.26049 -1.38492 7.64578 0.2 1.8 -0.3
O -4.45912 -2.08519 7.79754 0.3 -0.6 0.1
C -4.21629 -3.45062 8.10424 0.5 -0.2 -1.6
H -4.70867 -1.58069 1.81563 0.4 0.0 0.0
H -5.98554 -0.47243 1.30976 0.3 -0.2 0.7
H -6.37810 -1.96850 2.09525 -0.2 0.0 0.8
H -5.14686 1.41670 2.84900 0.3 0.0 0.0
H -3.71494 0.28397 2.94050 -0.3 0.4 0.0
H -5.41427 1.05026 5.40445 0.1 0.6 -0.7
H -3.73320 1.65878 4.90468 -0.9 -0.4 0.3
H -4.67234 -1.07059 5.38004 0.7 0.3 0.2
H -4.50638 0.38322 7.35281 0.8 0.1 0.1
H -2.64725 0.57184 6.92553 -1.6 -0.5 0.1
H -2.77234 -1.15082 8.60205 -0.4 0.0 0.2
H -2.45250 -1.88113 7.09331 -0.4 -0.5 -0.4
H -5.20150 -3.96274 8.08637 0.9 0.1 0.1
H -3.64660 -3.57126 9.01525 -0.3 0.0 0.8
H -3.48070 -3.83782 7.33109 -1.1 -0.1 0.4
C 6.76643 2.33318 -1.36013 -0.6 2.3 0.8
O 6.31976 2.44948 0.03069 0.4 0.5 -1.9
C 5.86439 1.20202 0.42988 0.4 -1.5 1.0
C 5.76401 1.13786 1.97398 -1.1 0.3 -0.1
N 4.86450 2.22744 2.40785 -1.5 -0.6 -0.5
C 5.44527 3.52496 2.63223 -0.7 1.1 1.3
C 6.49584 3.48457 3.78404 -1.5 3.5 -0.6
O 5.70489 3.20059 4.91878 0.0 -0.4 -0.2
C 6.37342 2.79192 6.06255 1.5 -0.8 0.6
H 6.83869 3.39053 -1.79967 -0.1 -1.5 0.7
H 6.06629 1.75506 -1.96455 0.0 -0.1 0.1
H 7.73849 1.88677 -1.30059 0.6 -0.4 -0.5
H 6.50385 0.39612 0.01682 0.2 0.2 0.5
H 4.88010 0.97149 -0.01182 0.1 0.3 0.4
H 6.64588 1.17841 2.62117 0.6 -0.1 -0.9
H 5.32307 0.15850 2.20357 -0.2 0.3 0.0
H 4.19417 1.98638 3.13781 0.7 -0.1 -0.1
H 4.60343 4.27902 2.94793 1.4 -1.5 -0.3
H 5.79940 3.91283 1.68888 0.6 0.1 -0.1
H 6.88102 4.56204 3.88805 -0.2 -1.3 -0.1
H 7.34891 2.87741 3.57894 0.4 -0.9 0.2
H 7.41633 3.14998 6.10698 -0.2 -0.1 -0.3
H 6.38202 1.69370 6.22534 0.0 0.3 -0.5
H 5.93488 3.17912 6.95280 -0.8 0.6 0.5
C -1.85648 8.58535 -5.89585 2.2 0.6 0.5
O -0.82666 7.59796 -5.70955 -0.6 0.7 0.2
C -1.06422 6.44903 -6.47690 0.3 -0.2 -1.4
C -1.63344 5.33588 -5.62768 -0.2 -0.1 -1.2
N -2.87991 5.74454 -5.03890 -0.4 0.4 1.8
C -2.78113 6.20440 -3.61834 -0.6 -1.4 0.1
C -2.31606 5.04605 -2.64179 -1.3 0.1 -0.2
O -2.47343 5.41269 -1.26295 0.2 0.2 -1.1
C -1.37733 5.02627 -0.49739 0.4 0.9 1.5
H -2.81941 8.18313 -5.78126 -1.3 -0.6 0.2
H -1.72972 9.00766 -6.87771 -0.2 0.3 -0.6
H -1.65652 9.38395 -5.16553 -0.2 -0.3 -0.2
H -0.09290 6.13319 -6.91517 -0.4 0.1 0.2
H -1.73899 6.69389 -7.36835 0.6 -0.4 1.2
H -0.89624 4.93234 -4.96343 0.6 0.2 0.9
H -1.80191 4.47898 -6.26556 -0.3 -0.2 -0.5
H -3.54762 4.99866 -5.04784 -0.4 -0.4 -0.2
H -3.80985 6.47246 -3.25296 1.0 0.1 -0.5
H -2.11465 7.06168 -3.62339 0.0 0.0 0.4
H -1.31707 4.66023 -2.85867 0.1 0.4 0.1
H -3.01985 4.17449 -2.75607 0.7 0.6 -0.4
H -1.66294 4.96751 0.55481 -0.2 0.1 -0.1
H -0.53871 5.73136 -0.54414 -0.1 0.1 -0.3
H -0.99269 4.07201 -0.74716 0.3 -1.3 -0.5
C -0.46553 1.71992 -3.67174 -2.4 -2.1 2.2
O -1.20489 0.87997 -4.56552 0.4 0.2 1.0
C -2.34652 0.29735 -3.90085 0.8 0.3 -0.2
C -3.07585 -0.48083 -5.00866 2.5 0.0 0.0
N -3.04600 0.33115 -6.24036 -1.7 -1.2 0.0
C -3.52983 -0.54622 -7.34945 -0.2 0.5 2.5
C -4.04054 0.26155 -8.47328 0.5 0.3 -0.7
O -2.90766 0.85479 -9.07722 0.0 -0.1 -0.6
C -2.96248 2.23951 -8.97266 -1.6 0.6 -1.3
H 0.41314 2.04460 -4.10122 1.8 0.6 -1.1
H -0.23802 1.19030 -2.65679 -0.2 0.6 -1.7
H -1.12373 2.54317 -3.42759 0.0 0.6 0.2
H -2.91858 1.12034 -3.41734 -0.1 -0.4 -0.4
H -1.96230 -0.37308 -3.10573 -0.4 0.2 -0.3
H -4.07786 -0.74732 -4.68445 -0.1 -0.1 -0.2
H -2.41638 -1.42063 -5.18654 -1.4 1.0 0.5
H -2.12215 0.69452 -6.36879 0.4 0.0 -0.2
H -4.33485 -1.07403 -6.85171 -0.5 -0.3 -0.3
H -2.80283 -1.32847 -7.61117 0.0 0.3 -0.4
H -4.74421 1.08116 -8.23759 0.1 -0.8 0.5
H -4.48966 -0.37603 -9.20951 -0.5 -0.5 -0.5
H -2.84357 2.52856 -7.96283 0.4 0.6 1.3
H -4.02111 2.63407 -9.26054 1.8 -0.4 0.0
H -2.18152 2.62206 -9.62185 -0.1 0.4 0.0
```
Positions in Å, forces in eV/Å.

## Properties
**Strongest force on any atom**: 0.076 hartree/bohr
**Energy relative to the best compared isomer or geometry (same formula, charge and spin)**: 7.6 kcal per mole
**HOMO energy**: -8.36 eV
**HOMO-LUMO gap**: 0.329 hartree
**Energy**: -118430.9304 eV
**LUMO level**: 0.60 eV

Löwdin population analysis, charges in e, atoms 1 to 6: C -0.176; O -0.137; H 0.044; H 0.092; H 0.075; H 0.003